21
Properties=species:S:1:pos:R:3:forces:R:3 method="wB97M-V/def2-TZVPD" energy_ev=-11442.272 e_lumo_ev=0.941 smiles="C=CN(C)[C@H](C)C(N)=O" charge=0
O -0.550901 -0.849909 3.011469 0.0 -0.1 0.2
N 0.331692 -0.237590 -0.328226 0.2 2.6 -5.9
N 1.426116 -0.058020 2.234424 0.3 0.1 -0.3
C 0.119543 -0.363036 2.136219 -2.2 0.8 -1.8
C -0.974289 1.619442 0.747082 0.0 -0.2 -0.2
C -0.659132 0.156566 0.543859 0.7 -1.3 5.2
C 0.431890 -1.667316 -0.556307 -0.1 0.2 -0.4
C -0.239225 0.077713 -2.960340 0.2 -0.4 0.4
C 0.034621 0.616185 -1.783758 1.1 -2.0 2.5
H -0.197118 0.658895 -3.873561 -0.3 0.2 0.2
H -0.444284 -0.976275 -3.094444 0.1 -0.1 0.1
H 0.212495 1.676203 -1.659828 0.1 -0.1 0.2
H 1.936116 -0.243494 3.087004 -0.2 -0.1 -0.2
H -0.514194 -2.130621 -0.859677 -0.1 0.0 0.0
H -1.480559 1.738336 1.705345 0.0 0.0 0.0
H -0.065741 2.218256 0.758267 0.0 0.1 -0.1
H 1.922300 0.238491 1.410981 -0.1 0.0 0.0
H 0.778834 -2.164815 0.348452 0.0 0.1 0.1
H 1.163690 -1.835835 -1.346133 0.0 -0.1 0.1
H -1.656302 1.975145 -0.024489 0.1 0.2 -0.1
H -1.575548 -0.448318 0.503659 0.0 0.0 0.1